Density functional theory data (wB97M-V/def2-TZVPD) for a 13-piece molecular cluster, C65H155N9O13 overall.

```
242
Properties=species:S:1:pos:R:3:forces:R:3:mulliken_charge:R:1
C -1.510714 0.500978 0.813076 0.120 1.016 0.562 -2.0495
C -0.722664 -0.811272 0.969196 0.120 0.701 0.305 1.5556
C -1.724394 -1.808102 0.370366 0.190 -1.676 -0.564 -1.1824
C -1.164624 -3.151962 -0.128564 1.230 0.006 0.862 -0.9118
C 0.009116 -2.879282 -1.074524 -0.047 0.230 -0.368 -1.2228
C 1.045436 -1.839572 -0.607464 1.118 0.610 -0.555 1.0223
N 0.423546 -0.662022 0.100406 -0.310 -1.725 -3.516 0.7856
O 1.361906 0.327578 0.389596 -0.228 -0.494 0.442 -0.3737
C 2.033566 -2.568402 0.303606 0.002 -0.210 0.494 -1.8197
C 1.957726 -1.431252 -1.885084 -1.075 -0.235 0.867 -1.7278
C -0.283294 -1.138292 2.455796 -0.388 0.845 -1.468 -1.6807
H -1.907914 0.646228 -0.191534 0.116 -0.487 -0.120 0.3875
H -0.894204 1.390348 0.943676 0.163 -0.078 0.503 0.4237
H -2.369994 0.560438 1.481046 0.040 -0.042 0.240 0.4068
H -2.469494 -2.034292 1.133076 -0.243 0.331 -0.062 0.4682
H -2.187464 -1.373342 -0.515434 -0.193 0.322 0.253 0.4103
H -1.872994 -3.842972 -0.585514 -0.388 0.525 -0.295 0.4188
H -0.854094 -3.735412 0.738176 0.456 -0.005 0.240 0.3535
H -0.401994 -2.608092 -2.046924 -0.098 0.453 -0.068 0.3636
H 0.622406 -3.749302 -1.309094 -0.239 -0.384 0.204 0.4844
H 2.790596 -1.918892 0.743086 -0.014 0.203 0.174 0.4949
H 1.485426 -3.066812 1.103126 0.221 -0.124 0.113 0.3238
H 2.615576 -3.306632 -0.248114 -0.174 -0.127 -0.052 0.4833
H 2.384986 -2.311502 -2.365414 -0.288 -0.475 0.286 0.3863
H 1.372416 -0.962972 -2.676424 0.010 0.469 0.233 0.4039
H 2.845336 -0.867032 -1.598884 -0.355 0.463 0.085 0.3290
H 0.188976 -2.120262 2.484316 -0.626 -0.197 0.361 0.2766
H -1.149944 -0.942882 3.087326 0.146 -0.657 0.328 0.4453
H 0.500186 -0.448252 2.768956 -0.061 0.260 -0.112 0.3901
H 2.017856 -0.211032 0.838166 0.803 0.549 0.577 0.3536
C -10.285514 5.204418 4.899506 -1.181 -0.909 0.431 -1.6193
C -9.047034 5.064158 4.023326 0.713 2.468 -0.454 1.3940
C -8.079644 3.994528 4.504546 -0.246 -1.015 0.175 -1.2327
C -8.535964 2.583698 4.183676 -0.801 0.673 -0.561 -0.7660
C -8.812104 2.486278 2.638486 0.177 0.371 1.607 -1.1689
C -9.763634 3.604638 2.046686 -1.749 -1.186 0.366 1.5901
N -9.379974 4.899858 2.589616 1.386 0.939 -0.195 0.1201
O -10.022634 6.096988 2.009586 0.777 -2.129 0.672 -0.4377
C -9.597854 3.594748 0.513376 1.392 0.951 0.246 -1.9139
C -11.283914 3.207868 2.397306 1.399 -0.205 -0.466 -1.6265
C -8.209964 6.408558 4.171706 0.341 -0.168 -0.660 -1.8310
H -10.072634 5.099418 5.963346 0.251 0.447 0.038 0.3581
H -11.043884 4.438228 4.738526 0.319 -0.630 -0.243 0.3934
H -10.922114 6.074078 4.736616 0.653 0.633 -0.001 0.4038
H -7.080224 4.113238 4.086016 -0.054 0.402 -0.134 0.3734
H -8.004644 4.074168 5.589046 0.167 0.283 0.072 0.4778
H -9.424084 2.379778 4.781806 -0.410 -0.071 -0.204 0.3141
H -7.811954 1.866228 4.569856 0.204 -0.143 -0.518 0.4201
H -9.218414 1.482628 2.513246 -0.204 0.144 -0.714 0.4466
H -7.820244 2.541338 2.189856 -0.102 0.039 -0.434 0.3976
H -9.575154 2.625818 0.014626 -0.653 -0.158 0.378 0.4256
H -10.202404 4.333798 -0.012394 -0.420 -0.305 0.169 0.3529
H -8.581724 3.959828 0.363976 0.237 0.138 -0.126 0.4992
H -11.909944 4.084098 2.565826 -0.011 -0.073 -0.105 0.2532
H -11.648864 2.631718 1.547036 -0.302 0.100 0.051 0.4710
H -11.315144 2.543028 3.260506 -0.107 0.201 0.178 0.3352
H -8.671324 7.290068 3.726526 -0.466 -0.127 0.391 0.3511
H -7.254754 6.372638 3.647906 -0.047 -0.603 -0.499 0.4517
H -7.840594 6.615668 5.176076 -0.766 -0.116 0.404 0.4088
H -10.850624 6.181428 2.488026 -0.490 0.047 0.126 0.3583
C -1.586444 4.415088 7.955296 0.646 0.434 0.508 -1.9581
C -0.111124 4.264438 7.447666 -1.323 -1.516 1.038 1.9245
C -0.222444 3.997278 5.928646 1.275 0.340 -0.035 -1.3553
C 1.153606 4.050718 5.282966 1.235 -0.559 0.404 -0.8089
C 1.882676 5.340968 5.667786 -0.629 -1.043 0.006 -1.0935
C 1.971086 5.632108 7.163416 0.484 1.239 1.363 1.4421
N 0.660816 5.451558 7.784466 -0.183 0.112 -4.553 0.2108
O 0.697656 5.792928 9.075606 -0.260 0.190 2.676 -0.4550
C 3.113796 4.848908 7.928876 -0.134 -0.618 -2.167 -1.5447
C 2.311366 7.152688 7.251216 -0.332 0.712 0.132 -2.0723
C 0.450536 3.024048 8.154456 0.456 -1.287 1.320 -2.0007
H -2.266344 3.742858 7.431916 0.097 0.196 -0.311 0.4184
H -1.878934 5.462648 7.883386 -0.275 -0.048 -0.391 0.4516
H -1.706204 4.157278 9.007576 0.331 0.025 0.125 0.4064
H -0.589714 2.992238 5.721066 -0.465 0.050 0.455 0.4428
H -0.890414 4.721188 5.461866 -0.064 0.115 0.019 0.4239
H 1.123026 3.909038 4.202646 -0.226 0.390 -0.139 0.4333
H 1.778106 3.212498 5.591976 -0.190 -0.380 0.352 0.2860
H 1.192006 6.018098 5.165216 0.808 1.180 0.193 0.3229
H 2.929436 5.355168 5.364166 -0.244 0.219 -0.805 0.5492
H 3.380636 5.091188 8.957556 -0.619 0.140 -0.143 0.2532
H 2.923636 3.787828 7.767476 -0.218 -0.165 0.722 0.3823
H 4.012636 4.929038 7.317506 0.338 0.572 0.079 0.4662
H 2.401746 7.583838 8.248236 0.322 -0.604 0.385 0.4667
H 3.204646 7.471808 6.714266 0.246 -0.521 -0.045 0.3718
H 1.532476 7.795428 6.840956 -0.430 -0.382 -0.440 0.4553
H -0.290944 2.360148 8.598906 -0.645 -0.013 -0.553 0.4337
H 0.995396 3.238338 9.073866 0.175 0.757 -0.033 0.4667
H 1.131086 2.339978 7.647506 -0.003 0.320 -0.679 0.2959
H 0.419436 6.711168 9.043456 -0.164 0.123 0.498 0.3840
C -2.621164 -4.069942 -7.783474 -0.669 -0.473 1.259 -1.7412
C -1.781454 -3.051052 -8.505414 -0.580 0.838 -0.671 1.8499
C -0.389464 -3.660472 -8.832724 0.322 -0.273 0.582 -1.4610
C -0.265094 -4.537022 -10.072684 -1.439 0.726 0.047 -0.6884
C -0.921884 -3.756162 -11.224004 1.727 0.249 0.359 -1.3292
C -2.358424 -3.275492 -11.032624 -0.164 -1.890 0.221 1.5542
N -2.485404 -2.543272 -9.713654 1.783 -0.574 -2.159 0.2931
O -3.797624 -2.029582 -9.519694 0.787 -0.464 0.303 -0.4758
C -2.624204 -2.306052 -12.208374 -1.081 0.058 0.773 -1.9073
C -3.250514 -4.594592 -11.131664 -1.671 0.573 0.032 -1.7003
C -1.479654 -1.842172 -7.606594 0.313 -0.006 0.987 -1.9611
H -2.200444 -4.321332 -6.809874 0.526 -0.169 -0.030 0.4445
H -2.778364 -5.006302 -8.318834 0.081 0.150 -0.148 0.3136
H -3.588654 -3.681522 -7.465384 -0.233 0.211 -0.577 0.3602
H 0.390406 -2.898962 -8.833274 -0.202 0.362 -0.457 0.4270
H -0.154924 -4.194402 -7.911844 0.094 -0.390 0.011 0.4977
H -0.823724 -5.466342 -9.961354 -0.009 -0.160 0.195 0.3024
H 0.756396 -4.817692 -10.329344 0.059 0.231 0.175 0.4261
H -0.701094 -4.366122 -12.099954 -1.007 0.083 -0.445 0.4642
H -0.353824 -2.846012 -11.416484 0.418 0.155 0.233 0.3881
H -2.535084 -2.749972 -13.199884 -0.019 -0.341 0.197 0.3580
H -3.642584 -1.942602 -12.070884 -0.144 0.055 -0.341 0.4455
H -1.987744 -1.421252 -12.195694 0.265 -0.163 0.319 0.3999
H -4.315184 -4.412012 -10.985864 -0.266 0.932 -0.050 0.4262
H -3.293424 -5.098502 -12.097244 0.763 0.270 -0.299 0.4356
H -3.204924 -5.397862 -10.396294 1.266 0.202 0.264 0.2835
H -1.101014 -2.217072 -6.655714 0.342 -0.220 0.087 0.4070
H -2.276824 -1.189482 -7.250774 -0.576 -0.215 -0.637 0.4063
H -0.692704 -1.204882 -8.009904 -0.118 -0.050 -0.275 0.4059
H -3.567464 -1.098232 -9.554664 -0.569 0.302 0.072 0.3720
C 3.386456 -8.174512 -6.674844 0.458 0.059 0.506 -1.5142
C 4.060676 -8.439642 -5.249784 -0.916 -1.514 -0.617 1.6730
C 3.771096 -9.908932 -4.818464 -0.511 -0.962 -0.209 -1.2395
C 4.499906 -11.020432 -5.602174 0.328 0.010 -0.289 -0.6725
C 6.007526 -10.785312 -5.565034 -0.544 0.855 0.111 -1.2742
C 6.394236 -9.348232 -5.997694 0.715 -0.192 -0.794 1.5960
N 5.516416 -8.373132 -5.271554 0.281 -0.418 0.438 0.1461
O 5.828746 -7.037362 -5.575064 0.820 0.336 -0.500 -0.4946
C 7.894726 -9.191872 -5.516444 -1.175 1.083 -0.889 -1.9122
C 6.318416 -9.221032 -7.592044 0.402 -0.132 0.603 -1.6900
C 3.491776 -7.533762 -4.144354 -0.522 0.634 -0.054 -2.0598
H 3.536326 -7.151612 -7.020254 0.548 -0.003 0.050 0.3715
H 2.307416 -8.285102 -6.782314 -0.179 -0.326 0.844 0.3827
H 3.802756 -8.878022 -7.395864 0.092 0.259 0.024 0.2554
H 4.005106 -10.098592 -3.770904 0.358 0.523 0.190 0.3733
H 2.701396 -10.115732 -4.851154 -0.209 0.262 -0.262 0.4861
H 4.140026 -11.162192 -6.621244 -0.004 0.642 -0.318 0.3433
H 4.315556 -12.027262 -5.227454 -0.228 0.119 0.696 0.4258
H 6.547356 -11.530122 -6.149784 0.075 0.150 -0.167 0.3993
H 6.361476 -10.867342 -4.537374 -0.104 -0.212 0.182 0.4123
H 8.050836 -9.112882 -4.440574 -0.415 -0.548 0.114 0.4321
H 8.451316 -10.012562 -5.968964 0.162 0.130 0.198 0.4072
H 8.263166 -8.235852 -5.888434 0.276 -0.064 -0.351 0.4548
H 6.282246 -8.193732 -7.954584 -0.850 0.139 0.391 0.3481
H 7.170396 -9.546362 -8.189034 0.664 -0.567 0.771 0.4171
H 5.529276 -9.875032 -7.963034 -0.349 0.518 -0.050 0.3406
H 3.538476 -6.452142 -4.270864 0.778 0.035 -0.585 0.4079
H 3.907786 -7.726442 -3.155464 0.120 -0.342 -0.099 0.4134
H 2.406686 -7.617532 -4.083844 -0.139 -0.753 0.026 0.4122
H 6.439106 -6.807812 -4.870534 0.059 0.288 0.046 0.3586
C 1.295616 -8.230622 1.201476 -0.109 -0.575 1.210 -0.4113
O 1.068856 -8.109532 2.614116 -0.216 0.669 0.044 -0.5185
H 2.358266 -7.999682 1.127066 -0.140 -0.251 -0.619 0.1790
H 1.039576 -9.269112 0.991496 0.458 -0.042 -0.742 0.2647
H 0.687726 -7.583392 0.569266 0.054 0.259 0.164 0.1977
H 0.132816 -7.992152 2.792026 -0.047 -0.049 -0.065 0.2894
C 0.689396 2.781178 -4.171514 -0.758 -1.893 -0.267 -0.5197
O -0.378944 2.526288 -3.275604 -0.727 0.918 1.273 -0.4620
H 1.596506 2.424808 -3.683394 0.414 0.504 -0.522 0.2580
H 0.364706 2.068328 -4.929484 1.160 0.252 -1.023 0.1919
H 0.721586 3.784358 -4.596604 0.014 0.073 0.505 0.2275
H -0.027704 2.045128 -2.522794 -0.112 0.098 0.107 0.3004
C 6.252196 -0.510062 4.511806 0.925 0.205 -1.450 -0.5603
O 5.924436 -0.188882 3.115356 -0.326 -0.170 1.276 -0.4786
H 5.543086 -1.157262 5.027926 -0.334 0.200 -0.310 0.2460
H 7.212296 -1.025432 4.485106 0.056 -0.096 0.318 0.2543
H 6.417526 0.426998 5.043496 -0.318 -0.059 0.030 0.2289
H 6.477896 -0.725742 2.543476 0.020 -0.125 0.056 0.2961
C 8.060646 -4.090532 1.173666 0.360 0.047 -0.355 -0.5618
O 7.945566 -2.748852 0.719066 -0.135 0.085 -0.285 -0.4600
H 8.266456 -4.738622 0.321766 -0.061 -0.251 0.048 0.3040
H 8.941776 -4.139482 1.813436 -0.324 -0.166 0.352 0.2161
H 7.130716 -4.408422 1.645136 0.191 -0.121 0.294 0.2146
H 7.769296 -2.829092 -0.221194 -0.075 0.461 0.004 0.2977
C 1.541796 -0.734002 12.735496 0.131 1.438 -1.239 -1.4381
C 2.071836 -2.077602 12.269016 -0.426 -0.100 1.444 0.7310
C 2.991896 -2.091902 11.010796 -0.609 0.092 0.297 -0.7961
O 2.436846 -1.644412 9.753996 -0.159 -0.807 0.631 -0.2746
C 1.307826 -2.389862 9.279896 -0.497 1.050 -0.553 -0.7718
N 2.851356 -2.553782 13.448856 0.458 -0.275 -0.999 -0.7538
H 0.827036 -0.286382 12.044956 -0.098 -0.183 -0.265 0.2919
H 2.357806 -0.011742 12.759546 0.200 0.018 0.169 0.3426
H 1.049476 -0.677212 13.706316 0.134 -0.667 0.103 0.4051
H 1.197276 -2.722902 12.186296 -0.066 -0.260 -0.691 0.2451
H 3.417856 -3.086362 10.877746 -0.240 -0.396 0.034 0.3442
H 3.855496 -1.481442 11.274676 -0.142 0.435 -0.373 0.3246
H 0.395256 -2.073872 9.785326 -0.006 -0.444 0.641 0.2837
H 1.365696 -3.470612 9.150576 0.571 -0.207 0.865 0.3293
H 1.062046 -2.085902 8.262396 0.646 0.483 -0.214 0.2570
H 2.315236 -2.418002 14.293986 -0.085 0.040 -0.019 0.2396
H 2.999776 -3.548002 13.350886 0.189 -0.203 0.156 0.2395
C 6.686296 3.634598 0.236166 0.375 1.008 -0.764 -1.3296
C 7.899256 4.540948 0.604436 -0.503 -0.475 -1.032 0.3953
C 7.648246 5.990238 0.991276 -1.889 0.167 -1.387 -0.9286
O 6.418516 6.068458 1.724226 0.655 -1.604 0.568 -0.2200
C 6.160156 7.328008 2.255936 -0.288 -0.421 0.246 -0.7476
N 8.454196 3.909868 1.738456 0.870 -0.341 1.884 -0.7680
H 7.064556 2.619468 0.115556 0.075 -0.021 0.020 0.4145
H 6.237166 3.892318 -0.722974 -0.438 0.169 0.132 0.3061
H 5.986386 3.637458 1.071766 -0.207 0.099 -0.293 0.3263
H 8.637046 4.532138 -0.197874 -0.026 0.117 -0.267 0.3336
H 7.428216 6.548478 0.081296 0.389 0.289 -0.373 0.4147
H 8.510616 6.451148 1.472906 -0.036 -0.190 0.413 0.4406
H 5.930506 7.944278 1.386696 0.441 1.037 0.441 0.3027
H 6.959486 7.565018 2.958066 0.377 0.941 -0.476 0.3276
H 5.286026 7.295278 2.906266 -0.311 -0.308 -0.289 0.1647
H 8.387286 2.909668 1.615116 0.293 -0.224 0.101 0.2680
H 7.717086 4.113568 2.398206 0.191 -0.257 1.086 0.3034
C -7.233654 1.585808 -5.287104 -0.319 -0.016 0.342 -1.3452
C -6.035544 1.439738 -4.358044 -0.873 -0.630 0.195 0.5154
C -5.609144 -0.042272 -4.100154 -0.917 1.118 -0.089 -0.4126
O -6.629394 -0.549382 -3.238684 0.279 -0.139 0.344 -0.2693
C -6.444504 -1.877462 -2.744434 -0.498 0.923 -0.414 -0.6200
N -4.963874 2.345408 -4.767034 0.387 -0.400 0.234 -0.7535
H -7.454984 2.652478 -5.323604 0.046 0.096 -0.573 0.3735
H -8.125894 1.170978 -4.818154 0.090 -0.325 0.063 0.3323
H -7.141414 1.127728 -6.271864 0.271 0.277 -0.081 0.2710
H -6.480384 1.698458 -3.397174 0.325 0.283 0.465 0.1406
H -4.628784 0.001698 -3.625754 0.207 -0.455 0.121 0.2718
H -5.616974 -0.634962 -5.014894 0.411 -0.036 -0.183 0.2866
H -7.345574 -2.121772 -2.181844 -0.015 0.049 -0.045 0.2393
H -5.606394 -1.925052 -2.049154 0.316 -0.193 -0.213 0.1592
H -6.382574 -2.560152 -3.591904 0.386 -0.303 0.114 0.2880
H -4.230824 2.327298 -4.072484 0.455 -0.409 0.088 0.2437
H -5.266814 3.303948 -4.669424 -0.503 0.154 -0.368 0.2853
C 1.857446 7.383558 -1.495224 0.986 2.140 -1.442 -1.5951
C 0.909106 7.710598 -0.410364 -1.206 -0.215 0.460 0.3743
C -0.207024 8.814168 -0.688764 0.986 -0.800 -0.371 -0.7144
O 0.240496 10.121668 -1.047074 0.509 -0.151 0.222 -0.3083
C -0.819514 11.000168 -1.327114 -0.859 0.345 0.059 -0.7701
N 0.203946 6.431528 -0.220444 -0.949 1.001 0.975 -0.6862
H 2.585266 6.609778 -1.250974 0.085 0.325 0.313 0.4275
H 2.286836 8.357798 -1.728834 1.020 -0.182 -0.457 0.3536
H 1.385726 7.066938 -2.425464 -0.435 -0.052 0.010 0.4195
H 1.483686 7.953188 0.483566 -0.177 0.163 0.163 0.4135
H -0.855354 8.861978 0.186156 -0.065 -0.081 0.079 0.3719
H -0.751824 8.379928 -1.527054 -0.483 0.077 -0.143 0.2761
H -1.417804 10.691428 -2.184334 0.019 -0.314 -0.205 0.3159
H -0.543334 12.037548 -1.516024 1.001 -0.266 -0.181 0.2787
H -1.518294 11.140028 -0.502334 -0.114 -0.556 0.460 0.3095
H 0.195406 6.051058 -1.156004 -0.151 -0.927 0.456 0.2608
H 0.737886 5.896808 0.449696 -0.163 -0.536 -0.388 0.2759
```
Positions in Å, forces in eV/Å.

Properties
Kohn-Sham gap, eV: 7.94
Electronic energy, eV: -109930.5548
HOMO energy, eV: -7.98
Maximum force, eV/Å: 4.56
E_LUMO, eV: -0.0323
Total charge: 0
Multiplicity: 1
ΔE to the lowest compared entry with this formula, charge and spin, kcal per mole: 152.32